Record 1
This record from the OMol25 dataset describes one molecule with the formula C8H11Cl2P in a non-equilibrium geometry. The level of theory is the ωB97M-V functional and the def2-TZVPD basis.

Values from the calculation:
- LUMO level (spin up / spin down): 0.25 / 0.25 eV
- SMILES: CC1=CC=P(Cl)(Cl)C(C)=C1C
- Maximum force: 3.7 eV Å⁻¹
- Relative energy (zero: lowest compared OMol25 entry of this formula, charge and spin): 16.6 kcal per mole
- HOMO-LUMO gap (spin up / spin down): 0.288 / 0.288 hartree
- HOMO energy (spin up / spin down): -7.6 / -7.6 eV

Cartesian coordinates (Å):
C  -0.26691  1.98787  -0.12970
C  -1.59117  1.74639  -0.40898
C  0.75635  1.12295  0.28400
C  0.51916  -0.28912  0.10571
C  -0.72632  -0.82899  -0.26770
C  2.20982  1.60060  0.55315
C  1.55345  -1.38463  0.42675
C  -1.04015  -2.21791  -0.69282
P  -2.15909  0.17221  -0.13402
Cl  -3.75406  -0.22898  -1.39017
Cl  -3.14178  -0.03031  1.71605
H  -0.07722  3.14937  -0.04045
H  -2.24139  2.44462  -0.90039
H  2.54229  1.41960  1.58239
H  2.30895  2.74144  0.40698
H  3.09143  1.20165  -0.08811
H  1.06379  -2.41104  0.68012
H  2.19732  -1.13651  1.22108
H  2.06821  -1.51921  -0.55576
H  -0.49276  -2.31786  -1.55069
H  -2.10888  -2.22625  -0.78171
H  -0.71104  -2.99586  -0.03574


Record 2
This record from the OMol25 dataset describes a 2-piece molecular cluster, C3H13N2O overall in a non-equilibrium geometry. The level of theory is the ωB97M-V functional and the def2-TZVPD basis.

Values from the calculation:
- LUMO level: -2.96 eV
- Maximum force: 2.0 eV Å⁻¹
- Net charge: +1
- Relative energy (zero: lowest compared OMol25 entry of this formula, charge and spin): 27.9 kcal per mole
- HOMO-LUMO gap: 0.438 hartree
- HOMO energy: -14.9 eV

Cartesian coordinates (Å):
C  -1.90183  0.98102  -0.63539
N  -1.69057  -0.47004  -0.29492
H  -2.92284  1.14522  -1.01298
H  -1.69248  1.63372  0.20592
H  -1.15028  1.34208  -1.37801
H  -1.97162  -1.03331  -1.09559
H  -2.38703  -0.74359  0.41447
H  -0.19918  -0.53628  -0.15208
C  1.77938  -0.38383  -1.01789
N  0.86524  -0.72880  0.09668
C  1.15283  0.11073  1.29477
O  0.28206  -0.17815  2.38015
H  1.60438  0.61662  -1.36028
H  1.66124  -1.08106  -1.84916
H  2.81574  -0.47488  -0.61222
H  0.98199  -1.71867  0.34645
H  2.20178  -0.02771  1.53377
H  1.03970  1.14342  0.88743
H  -0.46852  0.40350  2.24889


Record 3
This record from the OMol25 dataset describes C81H180AsF6N5OP4 as an isolated structure in a non-equilibrium geometry. The level of theory is the ωB97M-V functional and the def2-TZVPD basis.

Values from the calculation:
- LUMO level: -7.91 eV
- Maximum force: 6.5 eV Å⁻¹
- Net charge: +6
- HOMO-LUMO gap: 0.369 hartree
- HOMO energy: -17.9 eV

Cartesian coordinates (Å):
As  -7.01683  15.02164  -8.62932
F  -6.49018  14.08192  -10.05542
F  -8.08877  13.63910  -8.09799
F  -7.57028  15.94825  -7.15803
F  -5.96320  16.39266  -9.07659
F  -8.38107  15.75534  -9.55844
F  -5.68756  14.29429  -7.65043
C  -4.03668  10.95122  -12.70202
N  -3.91237  10.73746  -14.25383
C  -4.99014  11.60895  -14.89623
C  -2.62794  11.39712  -14.67874
C  -3.89867  9.19783  -14.64106
C  -4.98742  8.31974  -13.89026
O  -6.21988  8.85679  -13.86483
H  -5.01708  10.93587  -12.22591
H  -3.64455  11.94166  -12.47107
H  -3.29625  10.32607  -12.20296
H  -4.80318  11.38754  -15.94700
H  -4.89220  12.64771  -14.58083
H  -5.94660  11.22481  -14.54167
H  -1.79198  10.73038  -14.46723
H  -2.58873  12.39490  -14.24170
H  -2.69845  11.57606  -15.75164
H  -2.87943  8.81263  -14.61158
H  -4.27723  9.27470  -15.66031
H  -4.58107  7.95455  -12.94707
H  -5.09696  7.49602  -14.59565
H  -6.70556  8.02964  -13.82555
C  -8.47886  18.50231  -2.89630
C  -7.99245  17.67562  -1.65889
N  -6.49314  17.53521  -1.79341
C  -5.80502  16.60319  -2.54772
C  -4.46016  16.87329  -2.41785
N  -4.36033  18.07757  -1.72001
C  -5.61101  18.51382  -1.34777
C  -3.12650  18.68372  -1.25391
H  -7.83587  18.21822  -3.72935
H  -8.44604  19.56698  -2.66501
H  -9.45943  18.23160  -3.28782
H  -8.34671  16.65375  -1.79451
H  -8.18486  18.06029  -0.65734
H  -6.40383  15.92995  -3.14319
H  -3.63338  16.35286  -2.87827
H  -5.85941  19.43074  -0.83401
H  -2.18612  18.36568  -1.70407
H  -3.07469  18.60446  -0.16802
H  -3.20614  19.73319  -1.53738
C  -13.74840  19.20410  -8.97225
C  -15.15980  18.99259  -9.55973
N  -15.84398  20.21887  -9.79775
C  -15.33615  21.28999  -10.55271
C  -16.28933  22.29924  -10.63619
N  -17.38441  21.89136  -9.93451
C  -17.11814  20.64865  -9.44907
C  -18.55412  22.73258  -9.83137
H  -13.04934  18.37975  -9.11325
H  -13.86489  19.24968  -7.88945
H  -13.14499  20.00444  -9.40054
H  -15.72858  18.44716  -8.80666
H  -15.17966  18.61869  -10.58340
H  -14.31128  21.16325  -10.86891
H  -16.23794  23.29120  -11.06021
H  -17.88791  20.13574  -8.89159
H  -18.23701  23.76109  -9.65902
H  -19.25398  22.50081  -9.02851
H  -19.08875  22.61577  -10.77403
C  -13.66427  14.67507  -4.67069
C  -14.95948  13.89241  -4.46961
C  -16.36565  14.42823  -4.94860
C  -17.57899  13.46117  -4.55675
P  -18.44999  13.95575  -2.99674
C  -19.64484  15.30910  -3.46869
C  -20.70157  15.42468  -2.28488
C  -21.69392  16.53523  -2.73973
C  -22.82930  16.70763  -1.65206
C  -17.14300  14.52815  -1.83711
C  -17.68987  14.62438  -0.41182
C  -16.77699  15.33802  0.64410
C  -15.44669  14.61952  0.80552
C  -19.36894  12.56377  -2.13726
C  -20.21344  11.82959  -3.24975
C  -21.10726  10.57197  -2.81616
C  -20.33234  9.24791  -2.43444
H  -13.38413  14.73534  -5.72234
H  -12.85115  14.16389  -4.15530
H  -13.66030  15.60024  -4.09434
H  -15.13851  13.64203  -3.42397
H  -14.90730  12.92114  -4.96157
H  -16.23563  14.52216  -6.02673
H  -16.46347  15.46483  -4.62614
H  -17.28966  12.41178  -4.50039
H  -18.32144  13.56364  -5.34818
H  -20.05535  14.98034  -4.42342
H  -19.11859  16.20949  -3.78561
H  -20.07733  15.75677  -1.45533
H  -21.35103  14.56642  -2.11253
H  -22.15061  16.19694  -3.66983
H  -21.19010  17.50040  -2.79163
H  -22.92354  17.77237  -1.43862
H  -22.60501  16.40059  -0.63053
H  -23.84843  16.52132  -1.99083
H  -16.75661  15.51477  -2.09281
H  -16.49270  13.65392  -1.80689
H  -17.70186  13.63712  0.05000
H  -18.75786  14.81420  -0.30482
H  -17.27148  15.47974  1.60509
H  -16.62177  16.40381  0.47646
H  -14.75192  15.36799  1.18653
H  -15.00276  14.27469  -0.12834
H  -15.54317  13.86071  1.58206
H  -20.04815  12.90234  -1.35488
H  -18.55671  12.05977  -1.61345
H  -19.63075  11.60195  -4.14236
H  -21.07578  12.40672  -3.58348
H  -21.56672  10.38446  -3.78665
H  -21.93021  10.81381  -2.14357
H  -21.02987  8.41035  -2.42825
H  -19.87948  9.42803  -1.45947
H  -19.53123  9.14636  -3.16656
C  -7.00356  22.92877  -15.17704
C  -5.59240  23.61991  -14.94812
C  -4.95838  23.72891  -13.53773
C  -4.03587  22.50805  -13.05013
P  -4.71547  21.52482  -11.53292
C  -6.21466  20.60231  -11.84525
C  -6.03289  19.61632  -12.97111
C  -7.09972  18.56756  -13.18908
C  -8.52738  19.08870  -13.33680
C  -4.99169  22.73410  -10.21302
C  -4.81200  22.17583  -8.77435
C  -5.90891  21.17150  -8.40042
C  -7.31119  21.71983  -8.47117
C  -3.25856  20.56892  -10.88314
C  -2.48460  19.63778  -11.71213
C  -1.20280  20.25653  -12.44987
C  -0.12391  20.98616  -11.68092
H  -6.83990  21.85819  -15.05391
H  -7.39606  23.01586  -16.19018
H  -7.85858  23.26067  -14.58806
H  -5.88658  24.61296  -15.28782
H  -4.87391  23.21033  -15.65812
H  -5.80178  23.90994  -12.87140
H  -4.17445  24.48425  -13.59258
H  -3.13081  22.98249  -12.67083
H  -3.72430  21.90052  -13.89979
H  -7.03584  21.31643  -11.90679
H  -6.45861  20.03142  -10.94932
H  -5.11600  19.04241  -12.83677
H  -5.95536  20.20418  -13.88571
H  -7.13531  17.74531  -12.47441
H  -6.80631  18.00050  -14.07250
H  -8.96407  19.36619  -12.37743
H  -9.22635  18.42755  -13.84909
H  -8.58126  20.03698  -13.87154
H  -5.86704  23.33595  -10.45719
H  -4.16687  23.43274  -10.35327
H  -4.98282  23.00329  -8.08572
H  -3.89151  21.67153  -8.48025
H  -5.85628  20.91097  -7.34333
H  -5.76843  20.26024  -8.98176
H  -7.91153  20.83441  -8.26209
H  -7.48748  22.08674  -9.48231
H  -7.34934  22.57861  -7.80100
H  -3.72620  19.97607  -10.09705
H  -2.60543  21.35300  -10.50007
H  -3.11475  19.13953  -12.44886
H  -2.10072  18.86760  -11.04313
H  -1.61367  20.87538  -13.24756
H  -0.62826  19.53857  -13.03514
H  0.43139  20.40936  -10.94131
H  -0.57390  21.90992  -11.31720
H  0.64619  21.28060  -12.39390
C  -0.39699  0.63295  -10.84982
C  -1.96203  0.20956  -10.70007
C  -2.56096  1.33931  -9.85366
C  -3.95520  1.15218  -9.21964
P  -4.34650  2.13363  -7.76417
C  -4.27509  3.88076  -8.14888
C  -4.77647  5.12256  -7.21378
C  -4.48387  6.50344  -7.87319
C  -5.01645  7.66143  -6.93798
C  -6.04478  1.57007  -7.20111
C  -6.10888  0.40923  -6.19934
C  -5.91703  0.72976  -4.66162
C  -6.09021  -0.48461  -3.74097
C  -3.02819  1.90949  -6.52297
C  -2.28315  0.52266  -6.35843
C  -0.91060  0.61537  -5.62832
C  -1.05681  1.37623  -4.31104
H  0.01543  0.84619  -9.86364
H  -0.04262  1.39756  -11.54112
H  0.16576  -0.22472  -11.21836
H  -2.01167  -0.78851  -10.26477
H  -2.33871  0.06620  -11.71282
H  -2.60827  2.19777  -10.52367
H  -1.81036  1.68794  -9.14434
H  -4.05245  0.10714  -8.92547
H  -4.68369  1.35943  -10.00353
H  -4.88775  3.91269  -9.04984
H  -3.28144  4.05891  -8.56000
H  -4.41382  5.14491  -6.18612
H  -5.84599  4.96208  -7.07785
H  -4.90864  6.59986  -8.87238
H  -3.42388  6.62693  -8.09518
H  -4.58886  7.57581  -5.93900
H  -6.07516  7.54294  -6.70738
H  -4.97191  8.68927  -7.29805
H  -6.55895  1.23149  -8.10061
H  -6.48429  2.53666  -6.95485
H  -5.40784  -0.39901  -6.40765
H  -6.94670  -0.26382  -6.38140
H  -6.66550  1.48575  -4.42420
H  -4.93715  1.16194  -4.45877
H  -5.78260  -0.18410  -2.73939
H  -5.39424  -1.18742  -4.19899
H  -7.06689  -0.96856  -3.74169
H  -3.41335  2.24950  -5.56165
H  -2.25076  2.57238  -6.90281
H  -1.98823  0.11609  -7.32582
H  -2.92117  -0.17939  -5.82161
H  -0.18810  1.04973  -6.31928
H  -0.43524  -0.35356  -5.47560
H  -0.72877  2.41496  -4.35012
H  -0.37746  0.93620  -3.58100
H  -2.06784  1.26949  -3.91795
C  1.74335  6.89308  -6.16060
C  1.95668  8.33254  -5.59947
C  3.45660  8.78870  -5.68529
C  4.17991  8.75968  -6.98966
P  4.16866  10.25882  -8.05789
C  2.54389  10.87950  -8.31487
C  2.39646  12.25833  -8.89089
C  0.98229  12.50430  -9.49938
C  -0.16408  12.16193  -8.54527
C  4.89474  9.99784  -9.66167
C  6.26465  9.35477  -9.71873
C  6.18527  7.86918  -10.04264
C  6.33277  7.41267  -11.52684
C  5.12745  11.55395  -7.00467
C  6.52474  11.14391  -6.56005
C  7.01962  12.20914  -5.54603
C  8.47936  12.16880  -5.26353
H  0.71136  6.62741  -5.93142
H  2.36863  6.18707  -5.61412
H  1.66494  6.69138  -7.22890
H  1.53776  8.34477  -4.59326
H  1.33066  8.97061  -6.22323
H  4.03394  8.19638  -4.97539
H  3.63085  9.69301  -5.10222
H  3.82854  7.94956  -7.62867
H  5.23870  8.62394  -6.76911
H  2.08977  10.88447  -7.32398
H  2.06380  10.14775  -8.96461
H  3.10889  12.45155  -9.69289
H  2.59951  12.98797  -8.10699
H  0.85488  11.87492  -10.38014
H  0.93568  13.54848  -9.80863
H  -1.04343  12.58031  -9.03497
H  -0.02781  12.58160  -7.54857
H  -0.42872  11.10464  -8.53157
H  4.95344  10.95026  -10.18848
H  4.10306  9.45915  -10.18239
H  6.91104  9.47014  -8.84869
H  6.86788  9.86759  -10.46788
H  5.34419  7.40788  -9.52506
H  7.03539  7.39194  -9.55514
H  7.29349  7.45568  -12.03992
H  5.59349  7.96104  -12.11066
H  6.16546  6.34702  -11.68333
H  4.43043  11.49879  -6.16846
H  5.06605  12.46428  -7.60101
H  7.07424  11.35773  -7.47678
H  6.63836  10.13696  -6.15847
H  6.57842  12.03287  -4.56502
H  6.73694  13.23357  -5.78840
H  8.78838  13.10039  -4.78945
H  9.10941  12.02639  -6.14151
H  8.66582  11.24582  -4.71449